{
  "formula": "C10H26Cl2N3",
  "method": "the ωB97M-V functional and the def2-TZVPD basis",
  "homo_energy_ev": -12.528,
  "gap_ev": 9.541,
  "max_force_ev_per_a": 0.59,
  "charge": 1,
  "e_tot_ha": -1480.97542,
  "elements": ["C", "H", "H", "H", "H", "H", "C", "H", "H", "N", "H", "C", "H", "H", "N", "C", "C", "Cl", "H", "H", "H", "N", "Cl", "H", "H", "C", "H", "H", "H", "H", "H", "H", "C", "H", "H", "C", "H", "H", "C", "H", "C"],
  "xyz": [[-1.42, -0.52, -2.33], [1.35, 2.87, -0.57], [-1.06, 0.92, -3.91], [-2.46, 2.14, 2.03], [-2.41, -0.84, 0.23], [0.59, -4.59, 3.13], [1.62, -0.42, 0.16], [2.67, -1.83, 1.46], [1.34, 1.43, 1.20], [1.53, 1.37, -2.06], [2.26, -0.83, -0.64], [-2.59, 0.18, -0.13], [0.92, -1.98, 1.54], [2.97, 2.39, -1.00], [-1.83, 1.36, 1.89], [0.81, -4.14, 4.09], [-0.50, 0.41, -3.11], [2.53, -3.78, 4.17], [-3.57, 0.48, 0.26], [0.35, -0.11, -3.55], [-0.15, 2.41, -2.62], [0.10, 1.50, -2.24], [-0.19, -2.69, 4.26], [-0.54, 0.65, 0.45], [-0.33, 1.46, -1.31], [-2.63, 0.17, -1.66], [-2.72, 1.21, -2.03], [1.94, 1.86, -2.85], [0.56, -4.81, 4.90], [-1.76, -1.28, -3.04], [-1.51, 2.05, -0.10], [0.59, -0.48, -0.23], [1.74, -1.26, 1.44], [-3.54, -0.33, -1.99], [3.01, 1.06, 0.84], [1.97, 1.99, -0.79], [-1.00, 1.54, 2.43], [1.72, -0.63, 2.33], [2.00, 1.03, 0.42], [-0.82, -1.06, -1.58], [-1.54, 1.12, 0.49]],
  "lowdin_charge": [-0.169, 0.120, 0.134, 0.082, 0.126, 0.023, -0.267, 0.073, 0.101, 0.000, 0.115, -0.187, 0.052, 0.128, 0.028, -1.014, -0.100, 0.514, 0.121, 0.133, 0.187, 0.045, 0.502, 0.069, 0.097, -0.192, 0.114, 0.137, 0.025, 0.128, 0.112, 0.053, -0.104, 0.119, 0.124, -0.167, 0.068, 0.072, -0.194, 0.107, -0.314]
}

{
  "formula": "C10H26N2O11P2Sn",
  "method": "the ωB97M-V functional and the def2-TZVPD basis",
  "homo_energy_ev": 5.883,
  "gap_ev": 1.332,
  "max_force_ev_per_a": 5.33,
  "charge": -4,
  "e_tot_ha": -2230.44910,
  "elements": ["P", "O", "H", "O", "H", "H", "C", "H", "O", "H", "O", "C", "C", "C", "O", "H", "O", "O", "H", "H", "H", "H", "Sn", "N", "H", "O", "H", "C", "O", "H", "C", "H", "H", "P", "C", "C", "N", "H", "H", "O", "C", "H", "O", "H", "H", "H", "H", "H", "C", "H", "H", "H"],
  "xyz": [[-7.91, -13.40, -1.76], [-6.27, -17.16, -4.75], [-3.37, -16.29, -0.36], [-6.44, -13.28, -1.24], [-5.20, -20.10, -3.56], [-0.69, -16.44, 0.66], [-6.38, -18.52, -4.37], [-8.20, -16.55, -4.18], [-5.89, -18.83, 0.68], [-3.44, -18.67, -0.96], [-5.22, -16.34, 0.10], [-3.54, -19.08, -1.97], [-2.19, -19.13, -2.69], [-0.73, -14.83, -1.76], [-8.37, -12.10, -2.46], [-1.14, -14.38, -2.67], [-1.63, -17.90, -3.14], [-7.59, -17.08, 0.86], [-1.42, -19.59, -2.06], [-3.84, -20.13, -1.85], [0.61, -12.88, -3.01], [-7.49, -15.69, -5.56], [-5.23, -15.34, -2.64], [-2.78, -15.97, -1.16], [0.10, -18.84, -3.84], [-8.86, -13.86, -0.64], [-7.18, -18.64, -3.63], [1.15, -13.49, -2.27], [0.37, -14.05, -1.25], [-0.22, -17.10, -4.27], [-1.78, -15.04, -0.68], [-1.11, -18.42, -5.08], [1.83, -12.78, -1.79], [-6.33, -17.46, 0.07], [-7.56, -16.66, -5.05], [-0.66, -18.09, -4.13], [-4.57, -18.32, -2.65], [1.75, -14.27, -2.75], [-5.36, -18.14, -1.95], [-7.87, -14.61, -2.78], [-5.07, -19.02, -3.80], [-2.33, -16.87, -1.30], [-6.75, -17.62, -1.44], [-2.27, -14.09, -0.43], [-6.68, -19.12, -5.24], [-2.34, -19.79, -3.56], [-4.33, -18.98, -4.62], [-1.97, -15.44, 1.34], [-1.11, -15.43, 0.66], [-0.44, -14.71, 1.11], [-8.04, -17.29, -5.83], [-0.25, -15.77, -2.03]],
  "lowdin_charge": [-0.160, -0.298, 0.038, -0.572, 0.110, 0.069, -0.255, 0.082, -0.521, 0.103, -0.494, -0.231, -0.238, -0.181, -0.556, 0.121, -0.227, -0.439, 0.111, 0.110, 0.064, 0.078, 1.366, -0.018, 0.060, -0.465, 0.114, -0.278, -0.224, 0.061, -0.425, 0.070, 0.052, -0.077, -0.163, -0.229, -0.099, 0.048, 0.009, -0.545, -0.240, 0.043, -0.463, 0.148, 0.102, 0.096, 0.103, 0.081, -0.069, 0.054, 0.065, 0.114]
}

{
  "formula": "C10H27B3BrCl7F2KLiN2NaO11PS2",
  "method": "the ωB97M-V functional and the def2-TZVPD basis",
  "homo_energy_ev": -3.622,
  "gap_ev": 1.230,
  "max_force_ev_per_a": 3.99,
  "e_tot_ha": -9311.75064,
  "elements": ["C", "B", "S", "C", "H", "O", "H", "O", "O", "H", "Cl", "Na", "H", "H", "H", "H", "H", "B", "H", "O", "F", "H", "O", "O", "C", "H", "S", "H", "C", "O", "F", "Cl", "Cl", "N", "H", "H", "C", "H", "O", "C", "H", "H", "Cl", "C", "O", "Cl", "Cl", "O", "H", "H", "N", "H", "H", "H", "Br", "C", "C", "H", "Cl", "H", "K", "B", "Li", "C", "H", "O", "H", "P", "H"],
  "xyz": [[-5.24, 8.60, -3.44], [-2.50, -2.38, -1.25], [-0.65, 3.59, -0.99], [0.66, -5.91, 2.63], [-0.09, -5.23, 2.24], [-2.81, -2.05, 1.47], [3.64, 1.81, -0.22], [-5.11, 1.21, 1.43], [-0.65, -3.13, 1.27], [-5.87, 1.59, 1.89], [2.87, -5.15, 6.34], [-2.79, 4.96, -2.21], [1.86, -0.44, 2.64], [2.44, -2.61, 1.70], [1.04, 0.00, 1.15], [2.92, 0.44, -1.09], [1.95, 1.49, 0.00], [-1.63, -2.33, 0.79], [3.52, 0.75, 1.83], [-0.76, 7.14, 0.60], [0.92, 5.50, 0.54], [5.29, -0.30, 0.86], [-0.51, 3.62, -2.42], [0.35, 2.95, -0.23], [4.36, -0.85, 0.74], [2.59, -2.66, -0.54], [-0.28, 6.12, -0.26], [6.09, -0.35, -4.39], [1.61, -2.04, 1.26], [-5.00, 0.27, -0.97], [-1.90, 2.62, -0.83], [-4.74, 7.36, -2.25], [1.33, -5.27, 4.14], [5.44, -0.42, -3.58], [5.47, 0.45, -3.05], [5.76, -1.28, -2.95], [-5.29, -1.54, 1.08], [-6.08, -2.18, 0.68], [-1.52, -1.79, -0.49], [3.19, 0.09, 1.03], [-5.66, -0.04, -1.60], [4.42, -1.69, 1.43], [-6.99, 8.64, -3.58], [2.90, 1.01, -0.17], [-7.14, 0.23, 0.32], [1.94, -6.09, 1.42], [1.16, -3.85, 7.25], [0.29, 6.51, -1.51], [4.31, -1.16, -0.30], [-2.29, -2.80, -2.34], [-1.31, 4.89, -0.33], [0.63, -3.10, 2.88], [0.95, -3.23, -0.47], [0.22, -6.89, 2.81], [4.67, -2.60, -2.36], [0.35, -2.45, 2.05], [1.58, -2.38, -0.23], [-5.34, -1.56, 2.16], [-4.60, 10.17, -2.98], [-0.09, -1.57, 2.52], [5.60, -2.41, -5.11], [-3.88, -2.06, 0.61], [4.98, -3.44, 0.24], [1.89, -0.56, 1.56], [1.33, -1.51, -0.83], [-3.75, -2.55, -0.69], [-4.82, 8.32, -4.40], [-5.68, 0.10, 0.46], [4.46, -0.60, -3.92]],
  "lowdin_charge": [-1.534, -0.320, 0.489, -0.968, 0.004, 0.356, 0.083, -0.094, 0.104, 0.095, -0.158, 0.599, 0.124, 0.108, 0.119, 0.066, 0.039, -0.716, 0.127, -0.249, -0.156, 0.085, -0.272, -0.246, -0.130, -0.022, 0.470, 0.000, -0.319, -0.104, -0.176, 0.544, 0.432, -0.095, 0.107, -0.171, -0.062, 0.105, 0.291, -0.380, 0.097, 0.049, 0.559, -0.060, -0.292, 0.484, -0.145, -0.266, -0.055, 0.122, -0.337, 0.076, 0.084, 0.029, 0.101, -0.108, -0.043, 0.104, 0.569, 0.132, 0.127, -0.571, 0.542, -0.132, 0.092, 0.252, 0.015, 0.398, 0.007]
}

{
  "formula": "C10H27Cl2IrOP2S",
  "method": "the ωB97M-V functional and the def2-TZVPD basis",
  "homo_energy_ev": [-14.996, -15.613],
  "gap_ev": [7.679, 4.071],
  "max_force_ev_per_a": 4.91,
  "s_squared": 6.02,
  "charge": 2,
  "e_tot_ha": -2577.36166,
  "multiplicity": 5,
  "elements": ["H", "H", "H", "H", "H", "C", "H", "H", "C", "H", "H", "S", "H", "H", "H", "C", "H", "H", "H", "C", "H", "C", "P", "Cl", "C", "H", "H", "H", "H", "P", "Cl", "C", "H", "C", "C", "H", "H", "H", "H", "H", "O", "C", "H", "Ir"],
  "xyz": [[-0.66, 2.54, 2.77], [3.21, 1.75, -2.48], [3.75, -1.09, 0.54], [3.96, 0.68, 0.46], [-1.06, -2.56, 1.54], [0.07, -0.81, 2.97], [0.38, -3.12, 0.59], [-1.63, 0.86, -4.36], [-1.60, 2.01, 2.57], [2.55, -1.97, -2.63], [0.67, -1.59, 3.49], [0.62, -0.87, 1.25], [-1.84, 3.71, 0.06], [-2.45, 2.70, 2.69], [-2.75, -0.55, 1.67], [2.96, 0.70, -2.68], [-0.13, 1.72, -4.18], [-0.86, -2.10, -0.23], [-2.60, 2.55, -1.08], [-0.68, 0.60, -2.29], [-1.56, 2.33, -3.44], [-1.00, 1.39, -3.59], [-1.56, 1.44, 0.81], [0.71, 3.39, -1.11], [-2.46, 2.80, -0.02], [-3.78, 0.51, 0.65], [2.19, 0.66, -3.45], [0.31, 0.19, 3.38], [-1.73, 1.17, 3.27], [2.31, -0.06, -1.16], [1.62, 1.99, 1.18], [1.98, -1.79, -1.69], [3.85, 0.16, -3.02], [3.84, -0.23, -0.14], [-0.36, -2.31, 0.72], [2.34, -2.50, -0.92], [-1.00, -1.01, 3.02], [-3.44, 2.95, 0.47], [-2.57, -0.57, -0.13], [4.72, -0.37, -0.79], [-1.13, -0.58, -2.16], [-2.78, 0.05, 0.75], [0.92, -1.94, -1.89], [0.28, 1.17, -0.70]],
  "lowdin_charge": [0.032, 0.058, 0.053, 0.023, 0.072, -0.298, 0.077, 0.115, -0.209, 0.084, 0.090, 0.799, 0.040, 0.079, 0.048, -0.239, 0.084, 0.034, 0.049, -0.586, 0.080, -0.050, 0.681, 0.085, -0.261, 0.078, 0.049, 0.051, 0.046, 0.659, 0.064, -0.229, 0.075, -0.222, -0.280, 0.059, 0.046, 0.075, 0.030, 0.083, -0.025, -0.211, 0.027, 0.685]
}